C16H28N2O9 | ωB97M-V with the def2-TZVPD basis set

```
55
C16H28N2O9, DFT ωB97M-V with the def2-TZVPD basis set
C 0.5890 5.1724 -1.0555
C 1.0813 3.6846 -0.6972
O 2.1557 3.5353 -0.0622
N 0.2942 2.4909 -1.0610
C -1.0182 2.4326 -0.3458
C -1.0934 0.9996 0.4211
C -1.9901 1.0351 1.7468
C -1.1742 1.2346 3.1136
C 0.0910 2.2156 3.0115
O 0.8605 2.0487 4.2524
C 1.8244 1.0166 4.1431
N 1.7777 -0.1104 3.1948
O 2.8047 1.0492 4.9308
H 1.2554 5.5950 -1.8789
H -0.4768 5.0939 -1.4523
H 0.6787 5.8346 -0.1300
H 0.1969 2.3808 -2.0799
H -1.8609 2.4175 -1.1232
H -1.1627 3.3064 0.3927
H -1.5661 0.2680 -0.3400
H 0.0026 0.7097 0.6283
H -2.4929 -0.0030 1.8220
H -2.8708 1.7744 1.6410
H -1.9059 1.7365 3.8542
H -0.8651 0.2293 3.5625
H 0.7664 2.0386 2.1130
H -0.2864 3.3036 3.0316
H 1.8075 0.1940 2.2137
H 1.0055 -0.7586 3.3866
C 0.1462 1.4311 -6.0538
C 0.0303 0.2281 -5.1418
C -0.8670 -0.8486 -5.6789
O -1.3481 -1.4680 -4.4915
C -1.3187 -0.5180 -3.5166
O -1.8414 -0.6289 -2.4473
O -0.6161 0.5799 -3.9207
H 0.8148 2.1762 -5.6148
H 0.5346 1.1493 -7.0349
H -0.8234 1.9200 -6.1827
H 1.0255 -0.1613 -4.9009
H -0.3288 -1.5681 -6.2989
H -1.7231 -0.4638 -6.2421
C 2.0930 -5.5975 2.3324
C 1.0124 -4.5551 2.5249
C -0.2872 -5.1210 3.0187
O -1.2406 -4.2053 2.4918
C -0.6884 -3.6730 1.3650
O -1.2879 -3.0239 0.5591
O 0.6371 -3.9795 1.2757
H 3.0141 -5.1272 1.9791
H 2.3061 -6.1250 3.2647
H 1.8031 -6.3262 1.5703
H 1.3740 -3.7512 3.1760
H -0.3411 -5.1503 4.1087
H -0.5076 -6.1182 2.6248
```

Properties
frontier orbital gap = 9.68 eV
energy above the lowest of the compared OMol25 structures with the same formula, charge and spin = 0.00 kJ/mol
E_HOMO = -9.2 eV
M = 392.4 u
SMILES = CC(=O)NCCCCCOC(N)=O.C[C@@H]1COC(=O)O1.C[C@@H]1COC(=O)O1
net charge = 0
LUMO energy = 0.47 eV

Results of the Mulliken charge analysis, in e, for atoms 1 through 2:
1 C -0.89
2 C 0.37